1.
The following is a quantum chemistry calculation of a 2-piece molecular cluster, C22H14NO5 overall in a non-equilibrium geometry, from OMol25.

Element x y z (Å)
C1 -0.5043 2.1684 2.4238
C2 -0.6722 2.7061 1.1751
C3 -1.6487 2.1788 0.2962
N1 -1.8140 2.7465 -0.9936
O1 -2.6920 2.2554 -1.7412
O2 -1.0860 3.7062 -1.3330
C4 -2.4588 1.0905 0.6956
C5 -2.2910 0.5299 1.9379
C6 -1.2842 1.0095 2.8940
O3 -1.1070 0.4740 4.0124
H1 0.2288 2.5785 3.1171
H2 -0.0601 3.5393 0.8336
H3 -3.2099 0.7042 0.0075
H4 -2.9151 -0.3097 2.2437
C7 0.0280 -2.4943 10.2894
C8 -0.9539 -1.6650 9.7338
C9 -1.2389 -1.7999 8.3824
C10 -0.5846 -2.7499 7.5875
C11 0.3721 -3.5952 8.1359
C12 0.6851 -3.4547 9.4940
C13 -1.1312 -2.7253 6.1999
O4 -0.7896 -3.4179 5.2540
C14 -2.1692 -1.6487 6.2147
C15 -2.8034 -1.2390 5.1002
C16 -3.8689 -0.2591 5.1031
C17 -3.6808 1.0342 5.6394
C18 -4.7081 1.9719 5.5831
C19 -5.9753 1.6174 5.0889
C20 -6.1740 0.3261 4.5729
C21 -5.1276 -0.5917 4.5574
C22 -2.2707 -1.0792 7.5909
O5 -2.9946 -0.1972 8.0397
H5 0.2731 -2.4037 11.3484
H6 -1.5058 -0.9324 10.3186
H7 0.8419 -4.3459 7.5057
H8 1.4370 -4.1033 9.9460
H9 -2.5689 -1.7642 4.1756
H10 -2.7230 1.3060 6.0725
H11 -4.5257 2.9879 5.9478
H12 -6.8063 2.3325 5.1288
H13 -7.1533 0.0304 4.1856
H14 -5.2609 -1.6034 4.1540

## Properties
Net charge: -1
HOMO energy (eV): -4.134
Energy above the lowest of the compared OMol25 structures with the same formula, charge and spin (kJ/mol): 0.0
E (Eh): -1277.68820

Atom charges from the Mulliken analysis, given in e for atoms 1 to 6: number 1, C, carries -0.690; number 2, C, carries -0.299; number 3, C, carries -0.043; number 4, N, carries 0.937; number 5, O, carries -0.670; number 6, O, carries -0.678

=====

2.
The following is a quantum chemistry calculation of C49H57F5HfN2O5P3S2SeTe as an isolated structure in a non-equilibrium geometry, from OMol25.

Element x y z (Å)
Hf1 -1.0440 0.3294 0.1192
C1 -1.9844 -0.9320 4.8090
C2 -1.9571 0.5703 4.5546
C3 -3.3361 1.1948 4.7477
P1 -1.1981 1.0552 2.8892
C4 -0.5426 2.7927 3.3411
C5 -1.3007 3.8064 2.4821
C6 -0.5506 3.2909 4.7876
C7 0.3169 0.0160 2.9908
C8 1.3431 0.3161 3.8828
C9 2.5327 -0.3848 3.8857
C10 2.7337 -1.3671 2.9298
C11 1.7333 -1.6802 2.0381
C12 0.4785 -1.0495 2.0735
N1 -0.5633 -1.3925 1.2078
C13 -0.5167 -2.6490 0.6217
C14 0.0077 -3.7516 1.3249
C15 0.2755 -4.9576 0.7221
C16 0.0249 -5.1225 -0.6332
C17 -0.6416 -4.1165 -1.3025
C18 -0.9923 -2.9149 -0.6893
P2 -2.1951 -1.8018 -1.5092
C19 -1.6041 -1.6950 -3.3102
C20 -2.1040 -2.7061 -4.3369
C21 -1.9566 -0.2744 -3.7652
C22 -3.7260 -2.9449 -1.5020
C23 -3.6540 -4.4164 -1.8944
C24 -4.8727 -2.2299 -2.2186
H1 -2.2613 -1.1184 5.8463
H2 -1.0036 -1.3686 4.6326
H3 -2.7059 -1.4363 4.1715
H4 -1.2695 0.9990 5.2896
H5 -4.0797 0.6711 4.1477
H6 -3.3450 2.2416 4.4476
H7 -3.6347 1.1314 5.7945
H8 0.4976 2.7746 3.0026
H9 -2.2927 3.9872 2.8966
H10 -1.4258 3.4410 1.4622
H11 -0.7657 4.7564 2.4345
H12 -1.5623 3.4181 5.1674
H13 -0.0650 4.2683 4.8218
H14 -0.0069 2.6377 5.4654
H15 1.2139 1.1192 4.5926
H16 3.3114 -0.1406 4.5927
H17 3.6835 -1.8792 2.8682
H18 1.9329 -2.4102 1.2695
H19 0.2412 -3.6215 2.3705
H20 0.7086 -5.7612 1.3000
H21 0.3024 -6.0340 -1.1415
H22 -0.8876 -4.2473 -2.3450
H23 -0.5121 -1.7814 -3.2523
H24 -3.1844 -2.6795 -4.4390
H25 -1.8047 -3.7224 -4.0940
H26 -1.6717 -2.4587 -5.3077
H27 -3.0383 -0.1340 -3.7964
H28 -1.5485 -0.0722 -4.7562
H29 -1.5407 0.4573 -3.0671
H30 -3.9684 -2.9456 -0.4288
H31 -3.5342 -4.5625 -2.9637
H32 -4.5860 -4.8961 -1.5903
H33 -2.8411 -4.9137 -1.3726
H34 -4.8607 -2.4232 -3.2896
H35 -4.7947 -1.1534 -2.0705
H36 -5.8309 -2.5768 -1.8308
O1 0.3919 1.7041 0.8277
N2 1.0108 2.8177 0.4048
C25 2.0503 3.2909 1.1074
C26 2.6134 4.5069 0.8170
C27 2.1043 5.2573 -0.2470
C28 1.0929 4.7300 -1.0013
C29 0.5344 3.4782 -0.6900
S1 -0.7408 2.8225 -1.5656
H37 2.4022 2.6572 1.9068
H38 3.4401 4.8573 1.4099
H39 2.4972 6.2373 -0.4732
H40 0.6736 5.2427 -1.8505
C30 7.2851 -0.1433 -2.6221
C31 7.7344 -0.6102 -3.9708
O2 8.8553 -0.5402 -4.3948
S2 6.4858 -1.3432 -5.0034
C32 4.9565 -1.0838 -4.1051
C33 4.2718 0.1101 -4.2760
C34 3.0795 0.3154 -3.6147
C35 2.5570 -0.6802 -2.7867
C36 3.2432 -1.8874 -2.6448
C37 4.4434 -2.0872 -3.2948
C38 1.3652 -0.4547 -2.0581
C39 0.3486 -0.2828 -1.4132
H41 8.1649 0.0791 -2.0216
H42 6.6773 -0.8998 -2.1293
H43 6.6781 0.7563 -2.7206
H44 4.6867 0.8737 -4.9174
H45 2.5490 1.2489 -3.7191
H46 2.8353 -2.6523 -2.0004
H47 4.9926 -3.0101 -3.1680
F1 8.8207 -2.1584 1.1084
C40 7.6471 -1.5327 0.8782
C41 6.4932 -2.2609 0.6117
F2 6.5472 -3.6094 0.5818
C42 5.2923 -1.6150 0.3853
F3 4.2126 -2.3757 0.1349
C43 5.1727 -0.2168 0.4139
Se1 3.5771 0.6767 0.1455
C44 6.3601 0.4835 0.6769
F4 6.3285 1.8270 0.7091
C45 7.5664 -0.1445 0.9089
F5 8.6732 0.5820 1.1691
C46 -5.5161 4.1603 0.2212
C47 -4.1303 3.5742 0.4328
O3 -4.1862 2.3131 1.0976
P3 -3.9539 0.9598 0.2163
O4 -2.7039 1.1749 -0.6058
Te1 -3.9876 -0.9347 1.5639
O5 -5.0914 1.0328 -0.9292
C48 -6.4476 0.7213 -0.6667
C49 -7.2249 0.9034 -1.9616
H48 -5.4297 5.1291 -0.2669
H49 -6.0096 4.2858 1.1830
H50 -6.1252 3.5127 -0.4033
H51 -3.5565 4.2414 1.0785
H52 -3.5974 3.4679 -0.5176
H53 -6.8409 1.3862 0.1112
H54 -6.5139 -0.3091 -0.2939
H55 -7.0360 1.8951 -2.3665
H56 -8.2897 0.7943 -1.7765
H57 -6.9057 0.1742 -2.6994

## Properties
Net charge: -1
HOMO energy (eV): -3.898
E (Eh): -7424.51135

Atom charges from the Mulliken analysis, given in e for atoms 1 to 6: number 1, Hf, carries -1.839; number 2, C, carries -1.158; number 3, C, carries 0.784; number 4, C, carries -1.211; number 5, P, carries 1.813; number 6, C, carries 0.961

=====

3.
The following is a quantum chemistry calculation of an isolated molecule of C5H6O2, from OMol25.

Element x y z (Å)
C1 -0.9607 -1.1634 -2.3803
C2 -0.4480 -0.5519 -1.4775
C3 0.2046 -0.0918 -0.2460
C4 0.5842 1.3927 -0.1432
O1 -0.7421 -0.4555 0.7880
C5 -0.2247 -0.6149 2.0044
O2 0.9297 -0.4573 2.3066
H1 -1.4290 -1.7354 -3.1561
H2 1.0987 -0.7095 -0.1049
H3 -0.0583 1.8696 0.5988
H4 0.4655 1.9230 -1.0916
H5 1.6101 1.5047 0.2135
H6 -1.0302 -0.9102 2.6883

## Properties
HOMO energy (eV): -10.353
Energy above the lowest of the compared OMol25 structures with the same formula, charge and spin (kJ/mol): 197.5
E (Eh): -344.52668
SMILES string: C#C[C@@H](C)OC=O

Atom charges from the Mulliken analysis, given in e for atoms 1 to 6: number 1, C, carries 0.002; number 2, C, carries -0.872; number 3, C, carries 0.736; number 4, C, carries -1.197; number 5, O, carries -0.319; number 6, C, carries 0.122

=====

Short version: lowest unoccupied orbital energy = 1.73, 1.85, 0.94 eV, in the order given.